{
  "formula": "C8H8OP2",
  "method": "ωB97M-V/def2-TZVPD",
  "symbols": ["C", "C", "C", "C", "C", "C", "C", "C", "O", "P", "P", "H", "H", "H", "H", "H", "H", "H", "H"],
  "coordinates": [[0.5353, -1.8894, 0.1827], [1.7399, -1.7559, -0.2088], [-0.6347, -1.3287, 0.6281], [1.3000, 1.1134, -0.0593], [-2.5636, 0.1713, 0.0598], [2.9557, -1.0643, -0.5928], [2.6874, 0.5234, 0.0904], [-3.6913, 0.9659, -0.5513], [-1.5257, 1.0574, 0.4255], [-0.0335, 0.3935, 0.8802], [-2.2191, -1.4250, -0.1503], [3.8271, -1.4890, -0.0338], [3.1226, -1.0374, -1.7860], [3.3922, 1.2471, -0.2803], [2.8853, 0.3858, 1.1880], [-4.4407, 0.3832, -1.0676], [-4.1201, 1.6518, 0.1414], [-3.2316, 1.6552, -1.2510], [0.0146, 0.4418, 2.3851]],
  "forces_ev_per_angstrom": [[5.008, -0.279, -1.512], [-3.873, -0.711, 1.157], [0.150, 1.100, -0.836], [-1.319, -0.903, 1.063], [0.933, 2.792, -0.599], [0.115, 1.609, -0.725], [-0.709, -1.559, 0.484], [1.005, -0.149, -0.066], [0.430, -0.137, 0.839], [-0.811, -0.039, 0.042], [-0.219, -2.287, 0.345], [-0.488, 0.436, -0.823], [-0.291, -0.029, 2.891], [0.501, -0.099, -0.470], [0.129, -0.081, -0.817], [-0.104, -0.284, 0.132], [-0.637, 0.199, 0.941], [0.200, -0.074, -0.494], [-0.020, 0.495, -1.551]],
  "mulliken_charge": [0.222, -0.274, -0.044, -0.608, 0.627, -0.382, -0.470, -1.061, -0.329, 0.333, -0.280, 0.289, 0.281, 0.348, 0.275, 0.354, 0.307, 0.317, 0.094],
  "energy_ha": -1067.2733,
  "homo_energy_ev": [-7.82, -7.67],
  "total_charge": 0,
  "orbital_gap_ev": [6.20, 7.15],
  "e_above_lowest_kcal_mol": 58.49
}